(1)
Entry from the Open Molecules 2025 dataset: an isolated molecule of C26H16F8N2O2 (ωB97M-V with the def2-TZVPD basis set).

The geometry in XYZ format:
```
54
Properties=species:S:1:pos:R:3
C -5.259 -0.449 0.595
N -4.525 0.792 0.636
C -5.144 2.033 0.623
C -4.186 2.972 0.715
N -2.968 2.296 0.829
C -1.716 2.931 1.081
C -1.243 3.888 0.194
F -1.958 4.149 -0.909
C 0.002 4.472 0.371
F 0.476 5.378 -0.497
C 0.787 4.095 1.460
F 2.034 4.595 1.621
C 0.326 3.136 2.374
F 1.121 2.699 3.386
C -0.945 2.591 2.197
F -1.442 1.696 3.091
C -3.174 0.966 0.737
C -2.124 -0.130 0.850
C -0.885 0.015 0.154
C 0.189 -0.983 0.073
C 1.557 -0.339 0.530
C 2.334 -0.876 1.564
C 3.676 -0.472 1.683
C 4.185 0.549 0.875
C 3.330 1.208 -0.018
C 1.985 0.816 -0.137
O -2.434 -1.098 1.552
H -4.670 -1.229 0.107
H -5.515 -0.794 1.606
H -6.191 -0.272 0.050
H -6.207 2.148 0.521
H -4.237 4.043 0.745
H -0.744 0.953 -0.377
H -0.113 -1.911 0.600
H 1.929 -1.695 2.166
H 4.322 -0.950 2.415
H 5.204 0.895 0.976
H 3.670 2.030 -0.645
H 1.323 1.276 -0.876
F 3.205 -2.053 -4.423
C 2.249 -1.782 -3.488
F 2.639 -0.602 -2.910
F 1.086 -1.503 -4.154
C 2.030 -2.904 -2.530
C 1.002 -2.733 -1.553
O 0.527 -1.476 -1.329
C 0.611 -3.905 -0.885
C 1.337 -5.101 -1.009
C 2.446 -5.170 -1.847
C 2.755 -4.073 -2.649
H -0.317 -3.917 -0.328
H 1.029 -6.027 -0.501
H 3.056 -6.060 -1.943
H 3.575 -4.117 -3.369
```

Calculated values
HOMO-LUMO gap = 0.25578 hartree
HOMO = -7.102 eV
lowest unoccupied orbital energy = -0.142 eV

These are the natural (NBO) partial charges, in e, on atoms 1 to 6: number 1, C, carries -0.405; number 2, N, carries -0.300; number 3, C, carries -0.042; number 4, C, carries -0.054; number 5, N, carries -0.328; number 6, C, carries -0.017

=====

(2)
Entry from the Open Molecules 2025 dataset: a structure of composition C4H2Cl3P (ωB97M-V with the def2-TZVPD basis set).

The geometry in XYZ format:
```
10
Properties=species:S:1:pos:R:3
C -0.961 0.350 -0.891
C -0.670 -0.901 -0.242
C 0.282 0.830 -1.108
C 0.797 -0.089 1.883
P 0.980 -0.624 0.202
Cl 0.792 2.431 -1.313
Cl 0.299 1.499 2.040
Cl 1.800 -2.490 0.417
H -1.922 0.416 -1.345
H -1.398 -1.421 0.356
```

Calculated values
HOMO-LUMO gap (alpha / beta) = 0.24780 / 0.24495 hartree
HOMO (alpha / beta) = -8.041 / -8.259 eV
energy relative to the best compared isomer or geometry (same formula, charge and spin) = 139.6 kcal/mol
lowest unoccupied orbital energy (alpha / beta) = -1.298 / -1.593 eV

These are the natural (NBO) partial charges, in e, on atoms 1 to 6: number 1, C, carries -0.299; number 2, C, carries -0.533; number 3, C, carries -0.201; number 4, C, carries -0.477; number 5, P, carries 1.099; number 6, Cl, carries 0.084

=====

(3)
Entry from the Open Molecules 2025 dataset: a cluster of 2 separate species, C2H4N2O in total (ωB97M-V with the def2-TZVPD basis set).

The geometry in XYZ format:
```
9
Properties=species:S:1:pos:R:3
N -1.695 0.498 0.371
C -2.760 0.144 -0.029
O -3.894 0.013 -0.283
H -0.760 0.126 0.432
C 1.914 -0.521 0.050
N 1.214 0.407 -0.363
H 3.067 -0.772 -0.148
H 1.447 -1.102 0.846
H 1.467 1.207 -0.876
```

Calculated values
HOMO-LUMO gap = 0.40163 hartree
HOMO = -10.130 eV
energy relative to the best compared isomer or geometry (same formula, charge and spin) = 28.9 kcal/mol
SMILES = N=C=O.C=N
lowest unoccupied orbital energy = 0.799 eV

These are the natural (NBO) partial charges, in e, on atoms 1 to 6: number 1, N, carries -0.771; number 2, C, carries 0.843; number 3, O, carries -0.533; number 4, H, carries 0.443; number 5, C, carries -0.004; number 6, N, carries -0.648

=====

(4)
Entry from the Open Molecules 2025 dataset: a structure of composition C12H36IN2O5PTa (ωB97M-V with the def2-TZVPD basis set).

The geometry in XYZ format:
```
58
Properties=species:S:1:pos:R:3
O 1.741 -5.248 -2.472
P 2.302 -4.901 -0.994
I 4.099 -6.578 -0.686
Ta 3.320 -2.495 -1.240
H 2.362 -4.940 -3.156
H 3.260 -3.037 -3.027
H 1.717 -1.573 -1.511
H 3.107 -2.155 0.584
H 4.994 -3.223 -0.926
H 4.377 -1.102 -1.764
C -1.124 -3.727 0.672
O -0.833 -2.974 -0.476
C -1.258 -3.547 -1.704
C -2.259 -2.629 -2.355
N -3.497 -2.531 -1.590
C -4.390 -1.452 -2.009
C -3.902 -0.013 -1.866
O -3.743 0.455 -0.541
C -2.535 0.095 0.121
H -0.654 -3.209 1.507
H -2.205 -3.815 0.863
H -0.702 -4.736 0.608
H -1.671 -4.545 -1.528
H -0.393 -3.648 -2.363
H -2.493 -2.986 -3.363
H -1.741 -1.667 -2.464
H -3.255 -2.391 -0.617
H -5.325 -1.539 -1.450
H -4.632 -1.616 -3.066
H -4.646 0.647 -2.318
H -2.964 0.128 -2.419
H -1.721 -0.070 -0.586
H -2.648 -0.814 0.714
H -2.251 0.899 0.793
C 2.937 4.232 -0.489
O 3.114 4.198 0.907
C 2.444 5.203 1.642
C 1.368 4.609 2.510
N 0.277 4.102 1.703
C -0.740 3.361 2.433
C -0.329 2.046 3.071
O 0.012 1.056 2.139
C 1.359 1.025 1.690
H 3.570 3.452 -0.902
H 1.900 4.042 -0.790
H 3.238 5.200 -0.908
H 2.004 5.939 0.959
H 3.179 5.711 2.275
H 0.975 5.391 3.171
H 1.845 3.849 3.149
H 0.657 3.505 0.978
H -1.560 3.147 1.744
H -1.143 4.016 3.216
H -1.192 1.666 3.627
H 0.491 2.182 3.791
H 2.037 1.376 2.476
H 1.526 1.636 0.796
H 1.598 -0.006 1.441
```

Calculated values
HOMO-LUMO gap = 0.25163 hartree
HOMO = -4.501 eV
lowest unoccupied orbital energy = 2.347 eV
total charge = -1

These are the natural (NBO) partial charges, in e, on atoms 1 to 6: number 1, O, carries -1.015; number 2, P, carries 0.316; number 3, I, carries -0.245; number 4, Ta, carries 1.711; number 5, H, carries 0.502; number 6, H, carries -0.477

=====

(5)
Entry from the Open Molecules 2025 dataset: an isolated molecule of C19H16N4O4S2 (ωB97M-V with the def2-TZVPD basis set).

The geometry in XYZ format:
```
45
Properties=species:S:1:pos:R:3
O -3.319 -2.548 -0.706
S -2.820 -1.389 -1.428
O -2.645 -0.219 -0.547
N -1.282 -1.666 -1.893
C -0.915 -0.774 -2.832
N 0.391 -0.390 -2.899
C 1.504 -1.192 -2.352
C 1.895 -0.825 -0.928
C 1.108 -0.041 -0.079
C 1.534 0.269 1.218
C 2.743 -0.229 1.731
S 3.259 -0.046 3.508
O 4.673 0.340 3.578
O 2.973 -1.291 4.251
C 2.198 1.301 4.129
C 0.984 0.984 4.747
C 0.110 2.017 5.101
C 0.438 3.366 4.926
C 1.674 3.688 4.338
C 2.541 2.656 3.974
C 3.520 -1.023 0.894
C 3.118 -1.259 -0.425
N -1.641 -0.268 -3.781
C -2.971 -0.570 -3.946
C -3.624 -0.431 -5.187
C -4.950 -0.780 -5.325
N -5.645 -1.237 -4.264
C -5.017 -1.437 -3.077
C -3.679 -1.089 -2.928
H -0.671 -1.653 -1.113
H 0.576 0.136 -3.766
H 1.284 -2.283 -2.326
H 2.351 -1.046 -2.997
H 0.178 0.402 -0.411
H 0.891 0.897 1.813
H 0.694 -0.045 4.918
H -0.828 1.772 5.538
H -0.161 4.192 5.258
H 1.873 4.732 4.120
H 3.504 2.844 3.539
H 4.464 -1.469 1.247
H 3.810 -1.831 -1.037
H -3.097 -0.021 -6.022
H -5.447 -0.713 -6.314
H -5.575 -1.831 -2.243
```

Calculated values
HOMO-LUMO gap = 0.34615 hartree
HOMO = -9.269 eV
energy relative to the best compared isomer or geometry (same formula, charge and spin) = 34.5 kcal/mol
SMILES = O=S1(=O)NC(NCc2ccc(S(=O)(=O)c3ccccc3)cc2)=Nc2ccncc21
lowest unoccupied orbital energy = 0.150 eV

These are the natural (NBO) partial charges, in e, on atoms 1 to 6: number 1, O, carries -0.904; number 2, S, carries 2.276; number 3, O, carries -0.937; number 4, N, carries -0.843; number 5, C, carries 0.618; number 6, N, carries -0.585

=====

(6)
Entry from the Open Molecules 2025 dataset: a structure of composition C16H19AuN4O2 (ωB97M-V with the def2-TZVPD basis set).

The geometry in XYZ format:
```
42
Properties=species:S:1:pos:R:3
Au 0.029 -0.848 1.230
O -0.750 3.166 0.429
C -0.825 1.940 0.524
N 0.073 1.152 1.129
C 1.251 1.806 1.675
C 2.499 1.578 0.857
C 2.443 1.282 -0.501
C 3.626 1.111 -1.197
C 4.829 1.236 -0.520
C 4.784 1.531 0.833
N 3.654 1.698 1.515
C -2.067 1.294 -0.077
C -3.222 2.071 -0.108
C -4.374 1.541 -0.656
C -4.333 0.258 -1.183
C -3.134 -0.430 -1.129
N -2.023 0.064 -0.587
H 1.451 1.449 2.685
H 1.066 2.882 1.731
H 1.481 1.195 -0.986
H 3.613 0.885 -2.256
H 5.778 1.109 -1.023
H 5.701 1.641 1.403
H -3.178 3.072 0.293
H -5.289 2.118 -0.679
H -5.206 -0.199 -1.630
H -3.060 -1.430 -1.547
C 0.082 -5.478 1.992
N -0.156 -5.016 0.629
C -0.286 -6.034 -0.400
C -0.212 -3.702 0.398
C -0.509 -3.197 -0.986
O -0.015 -2.930 1.360
H -0.250 -6.511 2.068
H -0.474 -4.864 2.695
H 1.141 -5.420 2.247
H 0.492 -6.784 -0.258
H -0.161 -5.607 -1.388
H -1.259 -6.528 -0.343
H -1.356 -3.720 -1.428
H 0.361 -3.348 -1.628
H -0.715 -2.129 -0.933
```

Calculated values
HOMO-LUMO gap = 0.30370 hartree
HOMO = -8.019 eV
energy relative to the best compared isomer or geometry (same formula, charge and spin) = 0.0 kcal/mol
lowest unoccupied orbital energy = 0.246 eV

These are the natural (NBO) partial charges, in e, on atoms 1 to 6: number 1, Au, carries 0.572; number 2, O, carries -0.672; number 3, C, carries 0.610; number 4, N, carries -0.695; number 5, C, carries -0.280; number 6, C, carries 0.219